{"formula": "C11H10F9N5O3PdSe", "method": "ωB97M-V/def2-TZVPD", "e_lumo_ev": 5.31, "gap_ev": 5.7, "charge": -2, "e_homo_ha": -0.014, "relative_energy_ev": 1.8308, "energy_ha": -4352.7028, "species": ["Pd", "N", "N", "C", "N", "N", "N", "O", "O", "H", "H", "H", "H", "H", "Se", "C", "C", "C", "C", "C", "C", "H", "H", "H", "H", "H", "F", "C", "F", "F", "C", "O", "C", "F", "F", "F", "C", "F", "F", "F"], "coordinates": [[0.00559, -0.46601, 0.06856], [-0.48149, -2.92271, -1.17596], [0.38897, -2.56172, -2.22099], [1.47294, -1.76431, -2.01425], [2.05378, -1.24805, -3.14031], [1.91836, -1.61680, -0.77944], [2.99869, -0.81266, -0.54126], [3.99143, -0.88143, -1.28879], [2.96229, -0.10921, 0.43808], [0.04999, -3.37212, -0.43899], [-0.84268, -2.03617, -0.74539], [-0.14218, -2.29939, -3.03809], [1.39200, -0.82949, -3.78021], [2.86803, -0.68584, -2.94193], [-1.82091, -2.26485, 2.07635], [-0.88756, -1.21829, 3.35938], [0.04526, -0.25196, 2.95514], [0.75746, 0.49741, 3.87896], [0.56367, 0.30919, 5.24512], [-0.36043, -0.64029, 5.66591], [-1.07879, -1.38730, 4.73970], [0.21430, -0.10287, 1.86799], [1.47337, 1.23181, 3.52505], [1.13108, 0.89040, 5.96445], [-0.52201, -0.80532, 6.72753], [-1.79947, -2.12241, 5.07760], [0.12518, 2.28448, -0.16767], [0.19339, 2.06533, -1.48683], [0.49534, 3.29321, -2.01682], [1.27545, 1.31761, -1.72892], [-1.10386, 1.41034, -2.19349], [-0.91773, 0.17037, -2.54217], [-1.40455, 2.28755, -3.48813], [-0.31475, 2.32358, -4.29058], [-1.77962, 3.57371, -3.29839], [-2.37852, 1.72506, -4.22323], [-2.32936, 1.67655, -1.22823], [-2.36375, 2.96050, -0.78066], [-3.49992, 1.48946, -1.87633], [-2.34895, 0.89264, -0.16275]], "mulliken_charge": [-0.62, -0.76, -0.11, 0.61, -0.55, -0.62, 1.04, -0.77, -0.57, 0.34, 0.31, 0.40, 0.30, 0.31, -0.56, -0.34, 0.92, -0.79, -0.44, -0.38, -0.31, 0.23, 0.38, 0.33, 0.30, 0.32, -0.24, 0.42, -0.34, -0.14, 0.71, -0.79, 0.48, -0.28, -0.29, -0.28, 0.53, -0.31, -0.30, -0.14]}


{"formula": "C11H10LiN2O3", "method": "ωB97M-V/def2-TZVPD", "e_lumo_ev": 2.55, "gap_ev": 4.7, "charge": -1, "e_homo_ha": -0.079, "relative_energy_ev": 0.5949, "energy_ha": -768.0356, "species": ["Li", "C", "O", "O", "O", "N", "C", "C", "C", "C", "C", "H", "H", "H", "H", "H", "N", "C", "C", "C", "C", "C", "H", "H", "H", "H", "H"], "coordinates": [[-0.31976, -0.34978, -0.68019], [-1.61153, -2.08677, -1.75938], [-2.10951, -3.16542, -2.21602], [-0.85875, -1.25768, -2.40382], [-1.74107, -1.75578, -0.48254], [1.53349, -0.97485, -0.26932], [1.98324, -1.98227, -1.03276], [3.14217, -2.70245, -0.81627], [3.85678, -2.38586, 0.32521], [3.37945, -1.41656, 1.16827], [2.23168, -0.69641, 0.84383], [1.41762, -2.09074, -1.95460], [3.46421, -3.46049, -1.51370], [4.75208, -2.93139, 0.60584], [3.98073, -1.09942, 2.01362], [1.89794, 0.03283, 1.56924], [-1.26094, 1.52400, -0.07860], [-2.02887, 1.19142, 0.95249], [-2.91092, 2.05977, 1.59515], [-3.01664, 3.36004, 1.13010], [-2.23849, 3.73032, 0.03801], [-1.40592, 2.77831, -0.54315], [-2.07273, 0.16073, 1.29300], [-3.48879, 1.76479, 2.45904], [-3.55674, 4.15344, 1.63218], [-2.20537, 4.70351, -0.43243], [-0.81337, 2.89671, -1.44317]], "mulliken_charge": [0.90, 0.73, -0.82, -0.89, -0.86, -0.30, -0.07, -0.72, -0.07, -0.66, 0.01, 0.41, 0.38, 0.35, 0.32, 0.35, -0.31, 0.07, -0.60, -0.15, -0.55, -0.27, 0.33, 0.35, 0.35, 0.35, 0.39]}


{"formula": "C11H10N3O", "method": "ωB97M-V/def2-TZVPD", "e_lumo_ev": -3.57, "gap_ev": 9.6, "charge": 1, "e_homo_ha": -0.482, "relative_energy_ev": 2.7079, "smiles": "C=C1[C@@H]2c3nocc3-c3cc[n+](C)n3[C@H]12", "energy_ha": -664.2516, "species": ["C", "C", "C", "C", "C", "C", "C", "C", "C", "C", "C", "N", "N", "N", "O", "H", "H", "H", "H", "H", "H", "H", "H", "H", "H"], "coordinates": [[-0.23172, 2.35600, 0.72161], [0.40461, 2.59863, -0.52415], [-1.49154, 0.22781, 2.86417], [-0.80314, 0.05249, 1.74159], [-0.19920, 0.97965, 0.86781], [-0.46804, -1.36409, 1.69759], [-0.28039, -1.98151, -0.73609], [-1.04313, -2.38511, -1.68343], [0.33352, -1.99206, 0.60067], [0.76824, -0.93327, -0.39103], [1.50579, 1.30276, -2.23255], [-0.93816, -1.92700, 2.77918], [0.50063, 0.45163, -0.15995], [0.85338, 1.41770, -1.00199], [-1.58410, -0.97329, 3.46656], [-0.52271, 3.03012, 1.41167], [0.43850, 3.38209, -1.16569], [-1.95299, 1.05659, 3.29509], [-1.35092, -1.98073, -2.68924], [-1.65850, -3.29506, -1.43631], [0.97779, -2.87102, 1.04365], [1.60198, -0.97756, -1.02896], [2.64301, 1.46795, -2.10558], [1.24288, 0.26419, -2.50865], [1.25422, 2.09309, -2.82597]], "mulliken_charge": [-1.17, -0.19, -0.92, 1.00, 0.66, 0.39, 0.37, -0.70, -0.33, -0.73, -0.85, -0.59, 0.39, -0.45, -0.15, 0.53, 0.43, 0.51, 0.27, 0.23, 0.40, 0.89, 0.30, 0.37, 0.34]}


{"formula": "C11H10NO3", "method": "ωB97M-V/def2-TZVPD", "e_lumo_ev": 3.43, "gap_ev": 8.0, "charge": -1, "e_homo_ha": -0.168, "relative_energy_ev": 4.5710, "energy_ha": -705.5568, "species": ["C", "C", "C", "C", "C", "C", "C", "C", "C", "C", "C", "N", "O", "O", "O", "H", "H", "H", "H", "H", "H", "H", "H", "H", "H"], "coordinates": [[3.23215, 0.78565, 0.53032], [2.25301, 0.40653, 1.41415], [2.84805, 1.25879, -0.71937], [0.92643, 0.30327, 0.99861], [1.45511, 1.40293, -0.99060], [0.49892, 0.87029, -0.18575], [-0.78134, -2.05288, -1.49456], [-1.26154, -2.32625, -0.42332], [-1.98751, 1.03465, 0.74477], [-0.99417, 1.02547, -0.33824], [-1.65515, -2.67656, 0.95099], [-1.59003, 1.25506, -1.48005], [-1.72149, 0.90214, 1.92974], [-3.16572, 1.28296, 0.41249], [-1.10952, 1.17749, -2.63587], [4.32986, 0.79211, 0.67933], [2.58006, -0.01380, 2.32902], [3.65137, 1.60788, -1.32135], [0.14009, -0.01505, 1.67137], [1.09190, 1.86062, -1.92416], [-0.54103, -2.01967, -2.56041], [-1.51781, -1.70969, 1.59260], [-1.29695, -3.64206, 1.16673], [-2.72790, -2.76238, 1.00683], [-2.65680, 1.25251, -1.35326]], "mulliken_charge": [-0.17, -0.91, -0.68, -0.12, -0.06, 0.57, -0.07, 0.03, 0.77, -0.45, -1.11, 0.35, -0.73, -0.85, -0.75, 0.31, 0.35, 0.38, 0.30, 0.33, 0.35, 0.20, 0.34, 0.32, 0.32]}


{"formula": "C11H10NO3", "method": "ωB97M-V/def2-TZVPD", "e_lumo_ev": 3.12, "gap_ev": 7.6, "charge": -1, "e_homo_ha": -0.164, "relative_energy_ev": 2.1460, "smiles": "CN1C(=O)[C@@H](C(=O)[O-])[C@@H]1c1ccccc1", "energy_ha": -705.6459, "species": ["C", "C", "C", "C", "C", "C", "C", "C", "C", "C", "C", "N", "O", "O", "O", "H", "H", "H", "H", "H", "H", "H", "H", "H", "H"], "coordinates": [[3.20345, -1.24211, 0.74326], [2.78580, 0.01796, 1.11641], [2.52574, -2.01871, -0.14869], [1.54988, 0.44205, 0.78319], [1.31501, -1.55533, -0.62479], [0.77898, -0.38588, -0.11307], [-2.09278, 1.06055, 0.56349], [-3.12203, -1.27132, -0.04855], [-0.56261, 0.02195, -0.52435], [-1.94292, -0.47261, 0.59948], [-0.91889, 2.46921, -1.10643], [-0.95728, 1.41448, -0.15809], [-3.23314, -1.19249, -1.25854], [-2.77766, 1.85370, 1.14773], [-3.80640, -1.79794, 0.84569], [4.19308, -1.56384, 1.14436], [3.28830, 0.70188, 1.72857], [2.84209, -2.92411, -0.43182], [1.17977, 1.29324, 1.12418], [0.67232, -2.16581, -1.32307], [-0.75720, -0.41835, -1.42466], [-1.57003, -0.71434, 1.51463], [-0.84057, 3.38325, -0.47409], [-0.07738, 2.48500, -1.78350], [-1.67557, 2.57957, -1.89134]], "mulliken_charge": [-0.36, -0.57, -0.65, -0.71, -0.43, 0.65, 0.19, 0.42, -0.78, -0.02, -1.06, 0.25, -0.69, -0.68, -0.73, 0.26, 0.41, 0.55, 0.64, 0.29, 0.48, 0.52, 0.32, 0.37, 0.34]}


{"formula": "C11H10Si", "method": "ωB97M-V/def2-TZVPD", "spin_multiplicity": 3, "e_lumo_ev": [0.77, -2.51], "gap_ev": [5.9, 7.0], "charge": 0, "e_homo_ha": [-0.188, -0.350], "s2": 2.02, "energy_ha": -714.2649, "species": ["C", "C", "C", "C", "C", "C", "C", "C", "C", "C", "C", "Si", "H", "H", "H", "H", "H", "H", "H", "H", "H", "H"], "coordinates": [[-4.39056, 1.71724, 0.80733], [-1.41652, -2.61451, -2.38021], [-3.28638, 1.63069, 1.24564], [-0.87865, -1.87917, -1.59178], [3.02096, 1.58753, -0.49419], [1.74947, 1.54504, -0.82306], [3.64678, 0.35288, -0.03573], [1.03393, 0.43754, -0.48154], [2.88823, -0.83342, 0.16202], [1.57167, -0.77869, 0.01260], [-1.64554, -0.97013, 1.29768], [-0.31250, -0.80727, -0.12768], [-5.35400, 1.93157, 0.53073], [-1.53969, -3.30150, -3.15736], [3.60384, 2.43307, -0.42741], [1.35822, 2.49392, -1.25350], [4.55141, 0.43927, 0.47139], [-2.30436, 1.42838, 1.52996], [3.39367, -1.72903, 0.36004], [-2.53777, -0.58739, 0.68358], [-1.62872, -2.01087, 1.44907], [-1.52350, -0.48513, 2.22243]], "mulliken_charge": [-0.62, 0.45, -0.44, -0.99, -0.10, -0.57, -0.77, 0.14, -0.26, -0.28, -1.10, 0.47, 0.44, 0.43, 0.48, 0.30, 0.38, 0.65, 0.44, 0.17, 0.37, 0.41]}